1.
Entry from OMol25: a cluster of 5 separate species, C35H40F5N2O3 in total at a distorted geometry (the ωB97M-V functional and the def2-TZVPD basis).

Element x y z (Å)
C  4.66  -1.39  0.69
C  4.24  -0.74  -0.78
C  3.40  -1.80  -1.74
C  2.08  -1.06  -2.45
N  0.88  -1.92  -2.13
C  -0.30  -1.08  -1.59
C  -1.58  -2.15  -1.60
C  -0.99  -3.64  -0.81
C  -0.65  -4.93  -1.91
O  -1.94  -4.87  -0.90
N  -0.67  0.01  -2.54
C  -0.47  1.41  -2.04
C  -1.79  2.02  -1.21
F  -1.38  2.94  -0.10
C  -0.09  -0.66  -0.02
O  1.12  -0.34  0.53
O  -1.23  -0.53  0.94
H  4.10  -2.43  0.82
H  4.42  -0.64  1.58
H  5.84  -1.55  0.73
H  5.18  -0.39  -1.41
H  3.62  0.25  -0.56
H  4.16  -2.17  -2.58
H  3.04  -2.77  -1.19
H  1.95  0.03  -2.03
H  2.29  -1.08  -3.61
H  0.51  -2.23  -3.08
H  -2.49  -1.79  -0.96
H  -1.89  -2.47  -2.69
H  -0.23  -3.50  0.18
H  -1.02  -4.82  -3.04
H  -0.15  -5.88  -1.44
H  -0.33  -0.15  -3.52
H  0.55  1.61  -1.49
H  -0.42  2.10  -3.02
H  -2.55  2.53  -1.97
H  -2.39  1.08  -0.78
F  0.97  -6.78  0.60
C  0.17  -7.69  1.18
C  -1.11  -7.31  1.58
C  -1.95  -8.25  2.18
C  -1.49  -9.56  2.38
C  -0.21  -9.93  1.98
C  0.63  -8.99  1.37
H  -1.44  -6.29  1.42
H  -2.95  -7.97  2.48
H  -2.14  -10.29  2.85
H  0.15  -10.94  2.14
H  1.63  -9.26  1.05
F  -6.48  4.42  4.52
C  -5.42  4.02  3.80
C  -4.58  4.98  3.25
C  -3.47  4.57  2.50
C  -3.24  3.20  2.30
C  -4.10  2.25  2.85
C  -5.19  2.66  3.61
H  -4.78  6.03  3.40
H  -2.80  5.30  2.07
H  -2.38  2.88  1.71
H  -3.91  1.19  2.70
H  -5.86  1.94  4.06
F  2.59  0.25  -5.88
C  2.46  1.58  -5.80
C  3.48  2.34  -5.25
C  3.35  3.73  -5.16
C  2.18  4.34  -5.62
C  1.15  3.57  -6.17
C  1.29  2.19  -6.26
H  4.38  1.85  -4.89
H  4.15  4.33  -4.74
H  2.07  5.42  -5.56
H  0.24  4.05  -6.52
H  0.51  1.57  -6.69
F  1.60  6.72  2.81
C  0.92  6.18  3.83
C  1.37  6.36  5.13
C  0.66  5.80  6.19
C  -0.50  5.06  5.93
C  -0.95  4.88  4.62
C  -0.24  5.45  3.56
H  2.28  6.93  5.31
H  1.00  5.94  7.21
H  -1.06  4.62  6.76
H  -1.85  4.31  4.42
H  -0.58  5.34  2.54

**Net charge**: -1
**M**: 631.7 g/mol
**Maximum force**: 0.154 hartree/bohr
**LUMO**: 2.46 eV
**E_HOMO**: -4.6 eV



2.
Entry from OMol25: a cluster of 3 separate species, C35H40F9O15P in total at a distorted geometry (the ωB97M-V functional and the def2-TZVPD basis).

Element x y z (Å)
C  3.22  -0.42  -2.89
C  2.47  -0.93  -1.67
C  0.97  -1.14  -1.93
C  0.54  -2.53  -1.48
C  -0.96  -2.80  -1.44
C  -1.84  -1.95  -0.48
C  -1.05  -1.86  0.82
O  -0.14  -0.78  0.79
C  0.61  -0.83  1.99
C  1.66  0.29  2.08
O  1.81  0.94  0.86
C  2.92  1.79  0.84
C  3.38  2.06  -0.57
C  -2.45  -0.60  -1.00
C  -2.03  -0.16  -2.43
O  -3.16  0.05  -3.25
C  -2.78  0.21  -4.60
C  -2.81  -1.14  -5.30
C  -2.52  0.56  0.01
O  -2.62  0.37  1.21
C  -2.64  2.06  -0.46
F  -3.17  2.73  0.57
F  -3.50  2.19  -1.50
C  -1.28  2.73  -0.82
F  -0.32  1.82  -0.98
F  -0.90  3.53  0.20
C  -1.30  3.64  -2.07
F  -1.65  2.96  -3.17
F  -0.03  4.06  -2.25
C  -2.18  4.89  -1.94
O  -2.86  5.16  -0.99
O  -2.07  5.65  -3.04
O  -3.88  -0.84  -1.09
C  -4.22  -1.69  -0.09
O  -5.14  -1.58  0.68
C  -3.14  -2.81  -0.25
C  -3.67  -3.64  -1.44
F  -5.01  -3.76  -1.34
F  -3.15  -4.87  -1.49
F  -3.43  -3.06  -2.63
P  -3.23  -3.90  1.24
O  -4.27  -4.92  1.15
O  -3.44  -2.98  2.50
O  -1.79  -4.62  1.35
H  3.26  -1.21  -3.63
H  2.77  0.46  -3.32
H  4.25  -0.23  -2.60
H  2.65  -0.32  -0.80
H  2.89  -1.91  -1.45
H  0.82  -1.09  -3.00
H  0.37  -0.38  -1.43
H  1.05  -2.81  -0.56
H  0.94  -3.21  -2.23
H  -1.29  -2.76  -2.47
H  -1.08  -3.83  -1.14
H  -0.49  -2.78  1.00
H  -1.70  -1.71  1.68
H  -0.11  -0.73  2.80
H  1.11  -1.80  2.04
H  2.61  -0.17  2.36
H  1.36  0.97  2.87
H  2.69  2.76  1.30
H  3.74  1.37  1.43
H  2.55  2.22  -1.23
H  3.95  1.23  -0.97
H  4.03  2.92  -0.57
H  -1.42  -0.91  -2.91
H  -1.46  0.76  -2.41
H  -3.48  0.89  -5.05
H  -1.78  0.64  -4.68
H  -3.76  -1.60  -5.05
H  -2.69  -1.05  -6.37
H  -2.04  -1.79  -4.90
H  -2.81  6.26  -2.99
H  -2.85  -3.26  3.22
H  -1.98  -5.38  1.93
O  -1.84  -3.77  4.66
C  -0.66  -4.08  4.67
C  -0.24  -5.48  4.87
C  1.05  -5.82  4.88
C  2.11  -4.79  4.69
O  3.28  -5.10  4.70
C  1.68  -3.38  4.50
C  0.39  -3.05  4.49
H  -1.03  -6.21  5.00
H  1.38  -6.84  5.02
H  2.47  -2.65  4.36
H  0.05  -2.03  4.35
O  5.32  4.09  1.49
C  4.81  5.19  1.54
C  4.50  5.95  0.31
C  3.93  7.15  0.36
C  3.58  7.78  1.66
O  3.06  8.87  1.71
C  3.88  7.01  2.90
C  4.45  5.81  2.84
H  4.77  5.48  -0.63
H  3.70  7.73  -0.52
H  3.62  7.48  3.83
H  4.68  5.23  3.73

**SMILES**: CCCCC[C@@]1(COCCOCC)[C@](COCC)(C(=O)C(F)(F)C(F)(F)C(F)(F)C(=O)O)OC(=O)[C@]1(C(F)(F)F)P(=O)(O)O.O=C1C=CC(=O)C=C1.O=C1C=CC(=O)C=C1
**M**: 902.6 g/mol
**Maximum force**: 0.044 hartree/bohr
**LUMO**: -2.32 eV
**E_HOMO**: -9.9 eV



3.
Entry from OMol25: a structure of composition C35H40GeN5O2OsS2SeSi at a distorted geometry (the ωB97M-V functional and the def2-TZVPD basis).

Element x y z (Å)
Os  2.40  -0.89  0.26
N  -0.27  -2.44  3.29
C  0.52  -1.81  2.42
S  1.36  -2.75  1.21
N  0.55  -0.48  2.56
N  1.34  0.14  1.71
C  1.27  1.57  1.83
C  2.49  2.31  1.37
C  2.45  3.69  1.46
C  3.45  4.50  0.97
C  4.60  3.93  0.51
C  4.77  2.54  0.54
C  3.66  1.71  0.92
O  3.81  0.41  0.65
H  -0.28  -3.47  3.37
H  -0.85  -1.90  3.97
H  1.04  1.81  2.88
H  1.59  4.16  1.90
H  3.35  5.61  1.01
H  5.40  4.56  0.10
H  5.67  2.08  0.24
O  0.14  1.97  1.10
Si  -1.52  2.08  1.28
C  -1.96  2.88  -0.37
C  -1.10  3.72  -1.07
C  -1.45  4.20  -2.32
C  -2.68  3.95  -2.90
C  -3.58  3.13  -2.19
C  -3.19  2.63  -0.96
C  -2.30  0.37  1.40
C  -1.95  -0.61  0.46
C  -2.59  -1.83  0.39
C  -3.65  -2.14  1.29
C  -4.05  -1.17  2.19
C  -3.35  0.05  2.23
C  -2.06  3.19  2.71
C  -1.22  3.49  3.77
C  -1.67  4.27  4.82
C  -2.91  4.87  4.74
C  -3.72  4.65  3.66
C  -3.31  3.79  2.64
H  -0.12  3.98  -0.66
H  -0.83  4.87  -2.90
H  -2.90  4.43  -3.87
H  -4.57  2.95  -2.53
H  -3.93  2.00  -0.47
H  -1.05  -0.49  -0.21
H  -2.21  -2.63  -0.23
H  -4.09  -3.12  1.31
H  -4.90  -1.26  2.87
H  -3.74  0.80  3.02
H  -0.25  3.01  3.81
H  -0.99  4.42  5.65
H  -3.33  5.47  5.58
H  -4.66  5.10  3.62
H  -4.04  3.56  1.89
C  0.79  -4.26  -2.28
Ge  2.39  -5.22  -1.63
C  1.79  -6.31  -0.16
C  3.00  -6.20  -3.17
C  3.87  -4.14  -0.91
Se  4.08  -2.21  -1.11
C  3.79  -2.10  -3.04
H  0.07  -5.11  -2.34
H  0.98  -3.79  -3.23
H  0.43  -3.57  -1.55
H  0.94  -6.95  -0.31
H  1.65  -5.58  0.65
H  2.62  -7.01  0.10
H  2.20  -6.93  -3.39
H  3.92  -6.73  -3.05
H  3.08  -5.55  -4.00
H  4.79  -4.57  -1.37
H  3.82  -4.39  0.17
H  4.38  -2.88  -3.50
H  4.01  -1.10  -3.29
H  2.69  -2.16  -3.22
S  1.35  0.66  -1.84
C  0.02  -0.09  -2.46
N  -1.09  0.71  -2.71
C  -2.23  0.21  -3.23
C  -2.29  -1.14  -3.52
C  -1.16  -1.91  -3.14
N  -0.06  -1.43  -2.66
H  -1.05  1.65  -2.33
H  -3.03  0.91  -3.36
H  -3.21  -1.69  -3.85
H  -1.12  -3.01  -3.20

**Net charge**: +1
**Spin multiplicity**: 5
**M**: 996.8 g/mol
**Maximum force**: 0.047 hartree/bohr
**LUMO (spin up / spin down)**: -2.76 / -4.40 eV
**Relative energy (zero: lowest compared OMol25 entry of this formula, charge and spin)**: 0.054 eV
**E_HOMO (spin up / spin down)**: -10.0 / -10.5 eV